Molecular formula: C34H57N4O25P
Method: DFT, the ωB97M-V functional and the def2-TZVPD basis

Element x y z (Å)
C -4.480 0.032 -3.623
N -3.691 1.135 -4.146
C -4.307 1.824 -5.263
P -2.461 1.734 -3.209
O -2.050 0.773 -2.158
N -1.274 2.195 -4.282
C -1.136 1.620 -5.620
C 0.015 2.614 -3.733
N -2.895 3.206 -2.560
C -3.299 4.338 -3.389
C -3.194 3.253 -1.112
H -5.016 -0.478 -4.427
H -5.199 0.397 -2.883
H -3.838 -0.751 -3.229
H -4.531 1.121 -6.068
H -3.694 2.619 -5.679
H -5.250 2.295 -4.952
H -2.084 1.435 -6.101
H -0.586 2.331 -6.243
H -0.519 0.712 -5.602
H 0.621 3.054 -4.518
H -0.143 3.386 -2.972
H 0.510 1.785 -3.235
H -2.522 4.611 -4.104
H -4.227 4.122 -3.919
H -3.460 5.193 -2.734
H -2.256 3.122 -0.567
H -3.877 2.457 -0.823
H -3.583 4.244 -0.902
O 5.794 -2.433 1.249
C 5.239 -2.229 0.224
O 5.738 -1.523 -0.808
C 4.765 -1.369 -1.823
C 3.670 -2.384 -1.435
O 4.005 -2.699 -0.084
H 4.406 -0.351 -1.974
H 5.235 -1.671 -2.761
H 3.675 -3.259 -2.084
H 2.677 -1.945 -1.467
O -4.255 4.339 5.015
C -3.461 3.702 4.408
O -2.121 3.756 4.598
C -1.427 2.867 3.726
C -2.571 2.163 2.961
O -3.752 2.831 3.416
H -0.810 3.443 3.038
H -0.853 2.181 4.341
H -2.714 1.130 3.277
H -2.487 2.232 1.879
O 4.699 -7.566 2.375
C 3.962 -6.642 2.460
O 4.257 -5.373 2.101
C 3.111 -4.556 2.185
C 2.086 -5.423 2.957
O 2.702 -6.716 2.955
H 3.259 -3.596 2.673
H 2.714 -4.343 1.196
H 1.194 -5.539 2.343
H 1.845 -5.084 3.960
O 1.217 -1.591 1.772
C 0.871 -0.700 1.060
O 1.046 -0.713 -0.273
C 0.871 0.635 -0.785
C 0.092 1.317 0.314
O 0.318 0.453 1.473
H 1.880 1.037 -0.832
H 0.323 0.584 -1.715
H -0.988 1.298 0.169
H 0.448 2.305 0.591
O 5.451 1.641 -0.047
C 5.130 1.162 0.993
O 3.856 0.936 1.389
C 3.862 0.067 2.542
C 5.275 0.288 3.066
O 6.000 0.742 1.930
H 3.149 0.402 3.293
H 3.582 -0.937 2.229
H 5.763 -0.583 3.495
H 5.256 1.056 3.845
O -3.366 -1.510 6.351
C -2.335 -1.485 5.768
O -1.379 -2.434 5.811
C -0.346 -2.103 4.897
C -0.602 -0.626 4.514
O -1.926 -0.441 5.008
H 0.626 -2.256 5.368
H -0.366 -2.763 4.030
H -0.609 -0.559 3.432
H 0.158 0.007 4.969
O -1.909 -2.625 1.987
C -2.782 -2.049 1.421
O -4.035 -2.477 1.253
C -4.834 -1.438 0.658
C -3.753 -0.553 0.038
O -2.595 -0.849 0.803
H -5.408 -1.923 -0.128
H -5.479 -0.954 1.387
H -3.962 0.511 -0.012
H -3.622 -0.852 -1.002
O 2.910 3.071 -2.789
C 3.251 3.568 -1.768
O 4.003 4.685 -1.648
C 4.362 4.820 -0.277
C 3.154 4.171 0.412
O 2.862 3.129 -0.545
H 5.268 4.260 -0.046
H 4.461 5.851 0.052
H 2.310 4.858 0.355
H 3.436 3.724 1.357
C -0.869 -4.562 -0.703
C -0.249 -3.619 -1.737
C -1.215 -2.503 -2.158
C -2.588 -2.930 -2.370
N -3.675 -3.272 -2.519
H -0.130 -5.274 -0.327
H -1.720 -5.106 -1.107
H -1.187 -4.047 0.210
H -0.039 -4.266 -2.596
H 0.682 -3.214 -1.351
H -0.874 -1.919 -3.016
H -1.188 -1.770 -1.342

Summary:
Max |F| in eV/A: 1.87
HOMO energy in eV: -9.28
SMILES string: CN(C)P(=O)(N(C)C)N(C)C.O=C1OCCO1.O=C1OCCO1.O=C1OCCO1.O=C1OCCO1.O=C1OCCO1.O=C1OCCO1.O=C1OCCO1.O=C1OCCO1.CCCC#N
LUMO level in eV: -0.219
Charge: 0